Version 1
Here is C9H16NP in the gas phase from OMol25. Energies are from ωB97M-V/def2-TZVPD.

Atoms and positions in Å:
C  0.10  0.04  -1.58
C  0.84  0.84  -0.79
C  0.20  -1.88  0.01
C  1.07  -0.88  0.92
C  -0.73  -0.89  -0.76
C  0.49  0.52  0.64
C  1.68  1.98  -1.24
C  -1.95  -1.43  -1.35
C  0.95  1.51  1.74
N  -0.93  0.33  0.57
P  -1.97  0.26  1.73
H  0.00  0.21  -2.64
H  0.82  -2.52  -0.57
H  -0.38  -2.53  0.65
H  1.01  -1.23  1.95
H  2.07  -0.74  0.70
H  2.48  2.23  -0.62
H  0.92  2.71  -1.34
H  2.02  1.69  -2.23
H  -2.55  -0.75  -1.86
H  -2.54  -1.88  -0.53
H  -1.56  -2.15  -2.04
H  1.12  2.52  1.28
H  1.85  1.09  2.16
H  0.24  1.64  2.52
H  -2.27  -1.16  1.91
H  -2.98  0.45  0.76

Output
SMILES   CC1=C[C@@]2(C)CC[C@]1(C)N2P
LUMO energy   0.897 eV
Gap between HOMO and LUMO   9.18 eV

=====

Version 2
Here is C9H16NP in the gas phase from OMol25. Energies are from ωB97M-V/def2-TZVPD.

Atoms and positions in Å:
C  1.58  0.83  -0.25
C  -0.78  0.91  0.47
C  0.47  1.47  0.26
C  1.52  -0.54  -0.50
C  0.47  2.99  0.54
C  2.41  -1.02  -1.59
C  -2.40  -1.52  -1.25
C  1.05  -1.28  2.22
C  -2.37  -0.86  0.16
N  -1.05  -0.36  0.57
P  0.92  -1.81  0.47
H  2.42  1.55  -0.65
H  -1.48  1.73  0.34
H  0.51  3.47  -0.34
H  1.43  3.37  1.07
H  -0.37  3.38  1.17
H  2.56  -2.05  -1.68
H  3.46  -0.72  -1.64
H  1.96  -0.72  -2.69
H  -3.43  -2.13  -1.40
H  -2.37  -0.79  -2.00
H  -1.70  -2.36  -1.24
H  0.91  -0.17  2.29
H  1.94  -1.78  2.70
H  0.21  -1.64  2.92
H  -3.24  -0.22  0.10
H  -2.65  -1.61  0.94

Output
SMILES   CC/N=C/C(C)=C\C(C)=P/C
LUMO energy (spin up / spin down)   -0.044 / -0.044 eV
Gap between HOMO and LUMO (spin up / spin down)   7.22 / 7.22 eV

=====

Relative energy of each structure, in hartree: version 1 0.0000; version 2 0.0423.

=====

Version 1
Here is C6H12N2O2 in the gas phase from OMol25. Energies are from ωB97M-V/def2-TZVPD.

Atoms and positions in Å:
C  -1.46  0.06  -0.29
C  1.28  -1.25  1.06
C  0.91  -1.23  -1.34
C  -2.10  -0.02  1.05
N  0.56  -0.63  -0.05
C  0.78  0.98  -0.11
C  -0.85  1.24  -0.76
O  0.64  1.43  1.22
N  -1.11  2.18  -1.57
O  1.66  1.48  -0.82
H  1.14  2.25  1.25
H  -1.71  -0.70  -1.02
H  -0.25  2.72  -1.72
H  0.94  -0.84  2.00
H  1.10  -2.33  1.04
H  2.36  -1.09  0.97
H  1.99  -1.26  -1.50
H  0.48  -0.65  -2.16
H  0.51  -2.25  -1.39
H  -1.60  0.62  1.77
H  -3.14  0.34  0.95
H  -2.13  -1.05  1.42

Output
LUMO energy   -0.313 eV
Gap between HOMO and LUMO   7.76 eV

=====

Version 2
Here is 2 unconnected molecules or ions with the total composition C6H12N2O2 from OMol25. Energies are from ωB97M-V/def2-TZVPD.

Atoms and positions in Å:
C  1.95  0.15  1.45
N  1.43  -0.53  0.27
C  1.27  0.20  -0.92
N  1.01  -0.60  -2.00
O  1.36  1.40  -0.96
H  1.76  -1.48  0.15
H  0.66  -0.10  -2.80
H  0.57  -1.49  -1.82
H  1.70  -0.43  2.33
H  1.49  1.13  1.50
H  3.03  0.28  1.39
C  -1.38  1.36  0.76
C  -1.50  0.06  0.03
C  -0.68  -1.24  0.51
C  -2.25  -0.11  -1.05
O  -0.59  -2.24  -0.16
H  -0.68  -1.07  1.60
H  -2.26  1.99  0.58
H  -1.28  1.20  1.83
H  -0.51  1.91  0.40
H  -2.83  0.69  -1.49
H  -2.27  -1.06  -1.57

Output
SMILES   C=C(C)C=O.CNC(N)=O
LUMO energy   0.816 eV
Gap between HOMO and LUMO   10.39 eV

=====

Relative energy of each structure, in hartree: version 1 0.1049; version 2 0.0000.

=====

Version 1
Here is 13 unconnected molecules or ions with the total composition C6H35NO12 from OMol25. Energies are from ωB97M-V/def2-TZVPD.

Atoms and positions in Å:
C  3.03  -0.91  0.53
C  1.77  -0.55  -0.15
C  0.54  -1.04  0.67
C  -0.26  -2.12  -0.01
C  -0.78  -3.20  0.53
C  -1.80  -1.70  -1.79
N  -0.63  -2.06  -1.41
H  3.20  -2.01  0.46
H  3.88  -0.43  -0.07
H  3.21  -0.61  1.59
H  1.73  0.58  -0.23
H  1.81  -0.85  -1.26
H  0.87  -1.46  1.64
H  0.11  -0.03  0.95
H  -1.35  -4.04  0.20
H  -0.44  -3.64  1.52
H  -1.94  -1.61  -2.90
H  -2.68  -1.60  -1.13
H  1.54  2.80  -0.13
H  3.09  3.09  0.03
O  2.46  2.70  -0.57
H  0.41  0.51  4.56
H  1.34  0.35  3.25
O  0.39  0.23  3.63
H  -1.19  0.44  -3.36
H  -0.61  1.55  -2.67
O  -1.48  1.07  -2.80
H  -1.50  -1.69  2.55
H  -1.23  -0.37  3.35
O  -1.89  -0.95  2.91
H  -2.21  0.78  2.26
H  -2.44  1.94  1.42
O  -1.93  1.66  2.18
H  -2.40  1.11  -1.22
H  -3.79  1.86  -0.71
O  -3.10  1.27  -0.47
H  1.74  1.95  -2.04
H  1.53  1.04  -3.22
O  1.09  1.72  -2.70
H  -0.74  2.78  0.09
H  0.08  3.26  1.35
O  0.03  3.24  0.33
H  -0.19  4.06  3.43
H  -0.41  2.50  3.04
O  0.18  3.34  2.89
H  1.55  -3.22  -1.94
H  3.07  -2.98  -1.90
O  2.33  -3.12  -2.57
H  2.06  -1.03  -4.66
H  1.99  -1.46  -3.21
O  2.16  -0.66  -3.80
H  -3.87  -1.28  1.18
H  -4.07  -0.14  0.18
O  -4.23  -1.06  0.22

Output
LUMO energy   -0.067 eV
Gap between HOMO and LUMO   8.99 eV

=====

Version 2
Here is 12 unconnected molecules or ions with the total composition C6H35NO12 from OMol25. Energies are from ωB97M-V/def2-TZVPD.

Atoms and positions in Å:
C  1.93  -1.59  -0.15
N  1.47  -2.75  -0.93
C  0.70  -2.30  -2.01
O  0.71  -2.86  -3.08
C  3.27  -1.80  0.60
C  3.34  -0.87  1.87
C  3.20  0.62  1.87
C  1.94  1.42  1.43
H  1.12  -1.29  0.53
H  2.21  -0.69  -0.87
H  2.34  -3.29  -1.12
H  0.14  -1.44  -1.64
H  4.09  -1.47  -0.03
H  3.34  -2.82  0.84
H  2.53  -1.25  2.50
H  4.41  -1.03  2.27
H  3.37  0.99  2.91
H  4.13  0.97  1.42
H  1.03  0.94  1.85
H  2.10  2.45  1.76
H  1.80  1.43  0.34
H  -2.95  -0.72  1.37
H  -3.38  0.73  1.62
O  -3.74  -0.16  1.30
H  -2.93  -2.24  -1.74
H  -3.55  -1.00  -1.13
O  -2.75  -1.52  -1.11
H  -0.92  -3.13  1.64
H  -0.49  -1.76  2.12
O  -1.24  -2.31  2.13
H  -1.56  1.33  -3.93
H  -0.90  2.15  -2.73
O  -0.88  1.40  -3.27
H  -1.45  -4.34  -0.19
H  -1.79  -2.74  0.04
O  -1.06  -3.41  -0.29
H  1.64  4.35  0.59
H  2.64  3.54  -0.07
O  2.60  4.27  0.62
H  -2.42  1.13  -1.36
H  -3.28  1.98  -2.25
O  -3.24  1.06  -1.82
H  -0.84  -0.12  3.21
H  -2.30  -0.25  3.09
O  -1.59  0.33  2.78
H  -1.21  2.86  2.57
H  -2.18  1.84  2.17
O  -1.89  2.75  1.90
H  1.09  2.32  -2.09
H  2.47  1.42  -2.11
O  1.93  2.10  -1.73
H  -1.83  2.65  -0.10
H  -1.90  4.13  -0.52
O  -1.49  3.25  -0.74

Output
SMILES   CCCCCNC=O.O.O.O.O.O.O.O.O.O.O.O
LUMO energy   0.015 eV
Gap between HOMO and LUMO   9.31 eV

=====

Version 3
Here is 12 unconnected molecules or ions with the total composition C6H35NO12 from OMol25. Energies are from ωB97M-V/def2-TZVPD.

Atoms and positions in Å:
C  -0.66  -0.58  2.42
C  -1.52  -0.14  3.51
C  0.16  0.48  1.73
N  1.58  0.50  1.51
C  2.50  -0.65  1.97
C  2.90  -1.41  0.71
C  1.85  1.62  0.65
O  -0.47  1.38  1.22
H  -0.17  -1.49  2.72
H  -1.34  -0.99  1.57
H  -1.01  0.05  4.46
H  -2.45  -0.74  3.39
H  -1.97  0.89  3.22
H  3.53  -0.25  2.34
H  2.12  -1.37  2.83
H  1.97  -2.02  0.47
H  3.83  -1.96  0.66
H  2.90  -1.04  -0.33
H  1.49  1.59  -0.44
H  2.94  1.75  0.47
H  1.55  2.62  1.24
H  -2.14  -1.45  -0.33
H  -3.21  -1.87  -1.44
O  -2.97  -1.20  -0.63
H  -0.58  2.68  0.19
H  -1.72  3.35  -0.39
O  -0.94  2.96  -0.73
H  1.55  0.11  -3.50
H  0.44  -0.78  -2.74
O  1.46  -0.56  -2.76
H  -1.36  -3.18  -2.12
H  -2.32  -4.04  -1.49
O  -2.29  -3.43  -2.26
H  0.42  0.58  4.43
H  0.47  1.92  4.04
O  0.83  1.37  4.67
H  1.66  1.89  -2.82
H  0.80  2.75  -3.74
O  1.38  1.98  -3.72
H  0.43  -1.54  -0.90
H  0.59  -2.30  -2.15
O  0.37  -2.46  -1.25
H  -4.28  0.80  -2.07
H  -3.02  1.57  -1.71
O  -4.02  1.73  -1.81
H  0.29  3.95  -1.62
H  -0.57  3.54  -2.86
O  0.21  4.17  -2.57
H  -1.05  1.10  -1.63
H  -1.96  0.11  -2.15
O  -1.13  0.58  -2.38
H  0.51  -4.63  0.27
H  1.29  -3.50  0.84
O  1.10  -4.45  0.99

Output
SMILES   CCC(=O)N(C)CC.O.O.O.O.O.O.O.O.O.O.O
LUMO energy   -0.143 eV
Gap between HOMO and LUMO   10.04 eV

=====

Relative energy of each structure, in hartree: version 1 0.0000; version 2 0.0194; version 3 0.0631.

=====

Version 1
Here is 2 unconnected molecules or ions with the total composition C4H13NO from OMol25. Energies are from ωB97M-V/def2-TZVPD.

Atoms and positions in Å:
C  0.44  0.20  1.54
O  0.97  1.07  0.57
C  0.50  -1.26  1.03
C  1.87  -1.57  0.44
H  -0.54  0.62  1.85
H  1.07  0.34  2.41
H  -0.33  -1.46  0.34
H  0.31  -1.97  1.84
H  1.92  -2.62  0.14
H  2.69  -1.45  1.16
H  2.08  -0.91  -0.40
C  -2.03  1.44  -1.24
N  -0.81  0.72  -1.66
H  -2.75  1.56  -2.05
H  -2.50  0.86  -0.44
H  -1.79  2.42  -0.85
H  -0.43  1.16  -2.50
H  -1.02  -0.23  -1.95
H  0.34  1.09  -0.22

Output
Net charge   +1
Spin multiplicity   2
⟨S²⟩   0.754
LUMO energy (spin up / spin down)   -2.837 / -9.275 eV
Gap between HOMO and LUMO (spin up / spin down)   12.15 / 5.48 eV

=====

Version 2
Here is 2 unconnected molecules or ions with the total composition C4H13NO from OMol25. Energies are from ωB97M-V/def2-TZVPD.

Atoms and positions in Å:
C  -0.76  1.49  0.23
N  -1.74  0.57  -0.38
C  -0.98  -0.34  -1.32
C  -1.93  -1.14  -2.22
C  0.21  0.77  1.20
H  -0.13  1.80  -0.66
H  -1.22  2.40  0.73
H  -2.37  0.07  0.25
H  -0.38  0.28  -1.95
H  -0.49  -1.05  -0.58
H  -1.30  -1.31  -3.10
H  -2.12  -2.09  -1.72
H  -2.84  -0.72  -2.69
H  0.02  -0.29  1.18
H  0.23  1.15  2.25
H  1.22  0.82  0.83
H  5.41  -0.48  3.17
H  4.46  -0.86  1.94
O  4.71  -1.04  2.84

Output
Net charge   +1
Spin multiplicity   2
⟨S²⟩   0.754
LUMO energy (spin up / spin down)   -3.063 / -8.068 eV
Gap between HOMO and LUMO (spin up / spin down)   10.68 / 5.67 eV

=====

Relative energy of each structure, in hartree: version 1 0.0075; version 2 0.0000.